DFT (wB97M-V/def2-TZVPD) results for a 2-piece molecular cluster, C4H12O3 overall at a distorted geometry.

As for the HOMO energy: -0.37665 Ha. Its SMILES is OCCCCO.O. As for the maximum force: 2.805 eV/A. The value obtained for the LUMO energy is 0.481 eV. Its frontier orbital gap is 10.7305 eV. For the energy above the lowest of the compared OMol25 structures with the same formula, charge and spin, the calculation gives 106.3 kJ/mol.

Atoms and positions in Å:
O: 0.072 -0.918 2.827
C: 0.224 -0.267 1.520
C: -0.743 0.847 1.296
C: -1.073 1.091 -0.206
C: 0.109 0.842 -1.157
O: 1.278 1.547 -0.762
H: -0.255 -0.238 3.432
H: 1.263 0.040 1.451
H: 0.013 -1.135 0.888
H: -0.237 1.763 1.608
H: -1.692 0.853 1.822
H: -1.321 2.134 -0.408
H: -1.862 0.409 -0.516
H: -0.112 1.179 -2.173
H: 0.243 -0.235 -1.347
H: 1.997 0.938 -0.623
O: 0.335 -2.936 -2.746
H: 1.235 -2.949 -3.095
H: 0.525 -2.964 -1.812



DFT (wB97M-V/def2-TZVPD) results for a 3-piece molecular cluster, C4H12O3 overall at a distorted geometry.

As for the HOMO energy: -0.32076 Ha. Its SMILES is C/C=C(/C)O.O.O. As for the maximum force: 1.526 eV/A. The value obtained for the LUMO energy is 0.687 eV. Its frontier orbital gap is 9.4153 eV. For the energy above the lowest of the compared OMol25 structures with the same formula, charge and spin, the calculation gives 36.0 kJ/mol.

Atoms and positions in Å:
C: -0.934 -1.573 1.968
C: 0.218 -1.447 1.008
C: 0.240 -0.795 -0.144
C: 1.309 -0.883 -1.184
O: -0.823 0.020 -0.481
H: -1.412 -2.545 1.900
H: -0.604 -1.301 2.967
H: -1.654 -0.790 1.763
H: 1.004 -2.174 1.180
H: 1.656 0.074 -1.536
H: 2.126 -1.511 -0.842
H: 0.861 -1.374 -2.060
H: -0.647 0.475 -1.317
O: 0.682 2.357 0.393
H: 0.190 1.531 0.524
H: 1.537 2.198 0.806
O: -1.400 2.388 -1.958
H: -1.738 2.409 -1.056
H: -0.612 2.942 -1.934



DFT (wB97M-V/def2-TZVPD) results for a 5-piece molecular cluster, C4H12O3S overall at a distorted geometry.

As for the HOMO energy: -0.27440 Ha. As for the maximum force: 4.074 eV/A. The value obtained for the LUMO energy is -4.017 eV. Its frontier orbital gap is 3.4495 eV. For the energy above the lowest of the compared OMol25 structures with the same formula, charge and spin, the calculation gives 818.9 kJ/mol.

Atoms and positions in Å:
O: 0.110 -0.268 0.227
C: -0.919 0.652 0.026
C: -2.200 0.400 0.672
C: -3.229 -0.246 -0.026
C: -4.247 -1.049 0.420
S: 5.009 -0.781 1.234
H: -0.589 1.658 0.377
H: -2.270 0.320 1.760
H: -1.181 0.599 -1.032
H: 3.101 -0.326 1.270
H: -3.164 -0.239 -1.106
H: -4.233 -1.331 1.471
H: -4.785 -1.479 -0.416
H: 5.446 -0.810 2.508
H: 2.847 0.564 -1.281
H: 3.609 -0.660 -0.653
O: 3.115 -0.373 -1.426
H: 1.598 1.930 -2.165
H: 0.833 0.043 -0.366
O: 1.150 1.397 -1.494



Electronic energy readings, ordered: -10484.037, -10484.766, -21311.260 eV